Record 1
Below is 15 unconnected molecules or ions with the total composition C29H64N7O31 at a distorted geometry, with properties calculated with ωB97M-V/def2-TZVPD.

The geometry in XYZ format:
```
131
Properties=species:S:1:pos:R:3:lowdin_charge:R:1
C -7.854 -1.505 12.691 0.044
C -7.385 -2.083 14.109 -0.293
O -6.470 -2.819 14.331 0.163
N -8.195 -1.437 15.255 0.092
H -7.695 -1.499 16.130 0.092
H -8.469 -0.465 15.241 0.113
C -9.403 -2.243 15.537 -0.018
H -7.463 -0.554 12.331 0.090
H -8.944 -1.519 12.703 0.069
H -7.755 -2.296 11.947 0.080
H -9.281 -3.317 15.679 0.109
H -10.279 -2.036 14.922 0.103
H -9.587 -2.035 16.591 0.088
C -3.360 -2.860 14.270 0.052
C -2.963 -3.055 15.747 -0.346
O -3.149 -4.082 16.318 0.150
N -2.871 -1.777 16.585 0.106
H -2.403 -1.026 16.100 0.083
H -3.784 -1.386 16.769 0.092
C -2.344 -2.128 17.999 0.027
H -2.487 -2.487 13.734 0.084
H -4.143 -2.112 14.146 0.065
H -3.609 -3.827 13.832 0.106
H -1.482 -2.778 17.849 0.093
H -3.122 -2.526 18.650 0.096
H -1.780 -1.236 18.275 0.075
C -5.281 1.835 17.571 0.042
C -5.465 3.308 17.924 -0.322
O -4.590 3.822 18.612 0.086
N -6.613 4.044 17.251 0.093
H -7.286 3.463 16.771 0.076
H -7.165 4.391 18.022 0.178
C -6.187 5.003 16.176 0.046
H -4.243 1.544 17.731 0.070
H -5.571 1.651 16.536 0.093
H -5.915 1.295 18.274 0.101
H -5.291 5.470 16.586 0.078
H -6.849 5.869 16.185 0.110
H -6.132 4.501 15.210 0.117
C -1.718 7.221 17.586 0.048
C -0.759 8.105 16.705 -0.328
O -0.593 7.993 15.493 0.163
N -0.093 9.246 17.392 0.089
H -0.783 9.977 17.299 0.187
H 0.013 9.167 18.394 0.169
C 1.329 9.417 16.837 0.059
H -2.179 7.797 18.387 0.082
H -1.204 6.443 18.151 0.095
H -2.523 6.825 16.967 0.086
H 1.944 9.711 17.688 0.106
H 1.289 10.107 15.993 0.116
H 1.630 8.415 16.531 0.110
C 1.581 3.196 15.840 0.027
C 0.068 3.360 16.086 -0.282
O -0.493 4.449 15.993 0.090
N -0.777 2.124 16.532 0.153
H -1.279 1.755 15.737 0.108
H -0.231 1.304 16.754 0.129
C -1.560 2.418 17.856 0.036
H 1.888 3.921 15.086 0.094
H 1.915 2.247 15.421 0.096
H 2.208 3.363 16.716 0.083
H -2.185 1.580 18.165 0.082
H -2.102 3.363 17.891 0.070
H -0.848 2.467 18.680 0.090
C -3.667 0.565 10.371 0.043
C -3.300 1.429 9.131 -0.264
O -3.831 2.522 8.804 0.068
N -2.206 0.761 8.270 0.108
H -2.120 -0.223 8.482 0.062
H -2.551 0.697 7.323 0.165
C -0.816 1.498 8.470 0.071
H -4.412 1.136 10.925 0.071
H -2.911 0.625 11.155 0.072
H -4.014 -0.457 10.219 0.104
H -0.938 2.552 8.220 0.087
H -0.013 0.997 7.930 0.096
H -0.595 1.221 9.501 0.091
C -3.146 5.028 10.180 0.011
C -2.712 5.867 11.355 -0.289
O -1.875 6.773 11.337 0.095
N -3.021 5.241 12.760 0.096
H -4.007 5.027 12.803 0.073
H -2.744 4.289 12.950 0.101
C -2.686 6.288 13.830 -0.005
H -4.073 4.503 10.412 0.074
H -2.382 4.291 9.933 0.080
H -3.265 5.543 9.226 0.099
H -1.602 6.353 13.931 0.071
H -3.050 5.769 14.716 0.074
H -3.176 7.230 13.583 0.102
O -0.895 1.160 12.862 0.060
C -0.113 2.256 12.598 -0.899
O -0.684 3.329 12.385 -0.049
O 1.077 2.299 12.464 0.018
H -1.611 1.800 12.848 0.058
O -7.398 -2.184 17.987 0.108
C -6.246 -1.601 18.054 -0.923
O -5.861 -1.375 19.179 0.013
O -5.716 -1.206 16.994 -0.035
H -7.404 -2.103 18.943 0.106
O -4.660 1.248 13.582 0.102
C -3.601 1.554 14.374 -0.804
O -3.233 2.774 14.422 -0.066
O -3.030 0.722 15.088 -0.015
H -4.782 0.335 13.852 0.097
O -9.430 3.179 14.101 0.143
C -8.807 2.218 14.734 -0.834
O -8.809 1.087 14.171 -0.047
O -8.294 2.343 15.857 -0.035
H -9.362 2.580 13.354 0.096
O -5.307 -2.973 10.954 0.043
C -5.743 -3.949 10.168 -0.909
O -5.886 -3.890 8.912 -0.091
O -6.103 -4.989 10.742 -0.083
H -5.212 -3.588 11.685 0.067
O -7.464 4.112 11.994 0.134
C -6.906 5.275 12.078 -0.921
O -5.699 5.340 12.358 -0.077
O -7.554 6.315 12.194 -0.020
H -6.609 3.760 12.251 0.095
O -1.232 -1.243 10.630 0.068
C -1.421 -2.178 9.735 -0.880
O -1.879 -2.038 8.579 -0.046
O -1.161 -3.341 10.105 -0.026
H -1.221 -1.761 11.438 0.089
O 0.023 -1.290 13.406 0.071
C -0.026 -1.647 14.731 -0.847
O -0.331 -0.739 15.533 -0.098
O 0.162 -2.760 15.189 0.007
H -0.245 -0.371 13.339 0.035
```

Values from the calculation:
**HOMO level**: -2.96 eV
**Largest force on an atom**: 7.0 eV Å⁻¹
**Charge**: -1
**Frontier orbital gap**: 0.040 hartree
**Energy relative to the best compared isomer or geometry (same formula, charge and spin)**: 0.000 eV

=====

Record 2
Below is a molecular structure, C29H65AsBrClCsN5O6Si5 at a distorted geometry, with properties calculated with ωB97M-V/def2-TZVPD.

The geometry in XYZ format:
```
114
Properties=species:S:1:pos:R:3:lowdin_charge:R:1
Cs 0.909 -1.599 1.301 1.341
O 4.455 -0.880 2.296 -0.363
Cl 3.255 -0.505 3.023 0.591
O 3.602 0.322 4.151 -0.331
O 2.565 -1.699 3.467 -0.503
O 2.373 0.221 2.125 -0.776
N 3.196 -1.563 -0.453 -0.021
C 2.503 -2.411 -1.421 -0.368
C 3.291 -2.683 -2.700 -0.152
C 2.722 -3.784 -3.582 -0.186
C 1.318 -3.479 -4.118 -0.145
N 0.253 -3.110 -3.177 0.075
C -0.447 -3.841 -2.349 -0.458
N -1.561 -3.301 -1.805 0.150
N -0.145 -5.141 -2.121 0.194
C 2.081 -3.720 -0.708 -0.704
O 2.754 -4.774 -0.911 -0.048
O 1.026 -3.658 -0.031 -0.374
H 3.472 -0.674 -0.850 0.063
H 4.006 -2.011 -0.043 0.085
H 1.575 -1.883 -1.673 0.083
H 4.309 -2.950 -2.406 0.114
H 3.358 -1.756 -3.285 0.109
H 2.761 -4.722 -3.034 0.089
H 3.348 -3.904 -4.473 0.107
H 0.976 -4.311 -4.738 0.114
H 1.387 -2.599 -4.761 0.118
H -0.007 -2.123 -3.168 0.043
H -1.606 -2.290 -1.896 -0.132
H -1.745 -3.616 -0.865 0.086
H 0.825 -5.219 -1.795 0.084
H -0.749 -5.541 -1.417 0.108
C 1.184 4.298 -2.806 -0.215
Si 0.748 2.589 -2.156 0.232
C 1.891 1.414 -3.068 -0.228
C -0.990 2.342 -2.795 -0.230
As 0.828 1.888 0.097 0.851
Si 2.827 2.954 0.798 0.266
C 3.142 4.638 0.003 -0.228
C 2.888 3.307 2.623 -0.204
C 4.307 1.959 0.236 -0.210
Si -0.737 3.471 0.886 0.235
C -0.907 5.082 -0.076 -0.230
C -0.478 3.995 2.648 -0.228
C -2.398 2.632 0.744 -0.222
H 1.056 4.262 -3.896 0.028
H 2.208 4.599 -2.591 -0.001
H 0.520 5.070 -2.407 0.008
H 1.731 1.465 -4.152 0.027
H 1.691 0.387 -2.735 0.002
H 2.943 1.647 -2.861 0.017
H -0.994 2.371 -3.892 0.026
H -1.659 3.129 -2.426 0.015
H -1.384 1.375 -2.474 -0.011
H 2.251 5.275 -0.007 0.009
H 3.489 4.529 -1.027 0.004
H 3.926 5.156 0.572 0.028
H 2.291 4.189 2.870 0.013
H 3.930 3.491 2.912 0.041
H 2.517 2.467 3.218 0.014
H 4.253 1.758 -0.841 0.012
H 4.378 1.002 0.763 0.001
H 5.221 2.531 0.432 0.034
H 0.058 5.574 -0.230 0.003
H -1.548 5.759 0.501 0.028
H -1.364 4.925 -1.060 0.009
H 0.227 4.832 2.717 0.022
H -0.106 3.158 3.254 0.000
H -1.440 4.314 3.068 0.037
H -2.599 2.315 -0.286 0.013
H -3.197 3.309 1.070 0.029
H -2.418 1.737 1.377 0.021
C -2.653 1.871 5.817 -0.218
Si -0.869 1.257 5.593 0.276
C 0.186 2.737 6.190 -0.224
C -0.539 -0.007 6.973 -0.221
C -0.636 0.570 3.986 -0.261
H -2.805 2.375 6.783 0.007
H -3.357 1.033 5.746 0.006
H -2.904 2.585 5.019 0.005
H 0.059 2.946 7.263 0.002
H -0.057 3.650 5.632 -0.004
H 1.247 2.515 6.008 0.015
H -0.650 0.409 7.987 0.005
H 0.489 -0.384 6.870 0.018
H -1.217 -0.863 6.867 0.002
H 0.331 0.132 3.724 -0.102
H -1.204 0.939 3.127 -0.083
Br -5.387 -5.776 3.411 0.700
C -4.098 -4.489 2.877 -0.702
C -4.137 -3.982 1.598 -0.117
C -3.162 -3.046 1.258 -0.142
N -2.221 -2.633 2.094 0.063
C -2.216 -3.126 3.322 -0.113
C -3.142 -4.071 3.769 -0.104
H -4.893 -4.291 0.889 0.096
H -3.145 -2.602 0.263 0.103
H -1.454 -2.726 3.987 0.111
H -3.110 -4.449 4.781 0.100
C -2.095 -2.846 -5.519 -0.188
Si -2.657 -1.479 -4.362 0.413
C -2.720 0.085 -5.379 -0.191
C -4.414 -1.890 -3.876 -0.188
C -1.573 -1.332 -2.953 -0.310
C -0.883 -1.021 -1.963 -0.002
H -2.818 -2.988 -6.330 0.024
H -1.989 -3.800 -4.986 0.028
H -1.123 -2.605 -5.965 0.023
H -3.321 -0.068 -6.283 0.025
H -1.713 0.395 -5.679 0.027
H -3.158 0.908 -4.803 0.028
H -5.060 -1.919 -4.761 0.023
H -4.810 -1.138 -3.184 0.030
H -4.470 -2.864 -3.377 0.025
```

Values from the calculation:
**HOMO level**: -0.23 eV
**Largest force on an atom**: 5.3 eV Å⁻¹
**Charge**: -2
**Frontier orbital gap**: 0.131 hartree
**Energy relative to the best compared isomer or geometry (same formula, charge and spin)**: 4.995 eV